Entry from the OMol25 dataset: 8 unconnected molecules or ions with the total composition C36H90BrN5O4 at a distorted geometry (ωB97M-V/def2-TZVPD).

Geometry (Å):
C: 18.706 14.657 15.388
C: 20.007 15.254 15.638
C: 20.106 16.549 14.628
N: 21.372 16.852 13.920
C: 22.460 17.506 14.814
C: 21.057 18.023 12.787
C: 20.543 17.126 11.616
C: 21.102 15.696 11.771
C: 21.915 15.778 13.120
H: 18.888 14.191 14.460
H: 17.965 15.497 15.377
H: 18.465 13.921 16.190
H: 20.832 14.475 15.433
H: 19.990 15.572 16.699
H: 19.811 17.480 15.094
H: 19.371 16.245 13.884
H: 22.037 18.289 15.481
H: 23.111 17.794 14.021
H: 22.939 16.714 15.413
H: 22.108 18.644 12.591
H: 20.230 18.591 13.186
H: 23.212 20.728 8.269
H: 19.800 17.516 10.803
H: 21.652 15.276 10.828
H: 20.257 14.976 11.824
H: 22.951 15.996 12.857
H: 21.954 14.823 13.564
C: 3.591 17.679 25.843
C: 4.408 18.613 24.952
C: 5.140 17.877 23.844
O: 4.743 18.475 22.626
C: 5.459 18.027 21.471
N: 3.418 19.674 24.433
H: 2.882 19.355 23.565
H: 2.674 19.873 25.067
H: 3.905 20.522 24.205
H: 2.782 17.305 25.254
H: 3.255 18.241 26.704
H: 4.183 16.865 26.275
H: 5.148 19.148 25.572
H: 4.878 16.796 23.823
H: 6.255 17.945 23.913
H: 4.870 17.267 20.929
H: 6.409 17.552 21.775
H: 5.643 18.865 20.811
C: 13.728 8.168 12.823
C: 12.642 8.958 13.592
N: 11.452 8.111 13.992
C: 10.720 7.484 12.858
C: 11.865 6.951 14.802
C: 12.825 7.253 15.935
C: 10.452 8.890 14.792
C: 9.576 9.855 13.943
O: 10.313 10.448 12.970
C: 10.894 11.681 13.489
H: 14.240 7.553 13.563
H: 14.398 8.915 12.378
H: 13.250 7.491 12.040
H: 12.288 9.819 13.024
H: 13.181 9.250 14.530
H: 11.282 6.635 12.420
H: 10.654 8.204 12.109
H: 9.761 7.143 13.191
H: 12.440 6.336 14.114
H: 10.988 6.315 15.105
H: 12.472 8.080 16.607
H: 13.829 7.457 15.518
H: 12.922 6.340 16.498
H: 11.096 9.475 15.441
H: 9.763 8.118 15.260
H: 9.151 10.546 14.641
H: 8.763 9.391 13.383
H: 11.308 11.574 14.493
H: 10.164 12.487 13.536
H: 11.654 11.976 12.778
C: 17.728 5.607 25.488
C: 17.716 7.117 25.547
N: 16.697 7.703 24.512
C: 16.869 9.174 24.417
C: 16.927 7.121 23.167
C: 18.293 7.255 22.562
C: 15.394 7.337 25.001
C: 14.143 8.014 24.362
O: 14.159 8.053 22.957
C: 13.413 9.188 22.479
H: 18.042 5.249 24.533
H: 16.956 5.040 25.964
H: 18.492 5.425 26.235
H: 18.677 7.476 25.249
H: 17.471 7.618 26.528
H: 17.909 9.363 24.460
H: 16.358 9.695 25.235
H: 16.315 9.532 23.567
H: 16.182 7.678 22.590
H: 16.524 6.099 23.240
H: 18.489 6.572 21.723
H: 19.143 7.162 23.262
H: 18.402 8.278 22.159
H: 15.333 7.637 26.051
H: 15.311 6.259 24.894
H: 14.058 9.072 24.788
H: 13.278 7.580 24.800
H: 12.351 8.979 22.580
H: 13.624 9.212 21.421
H: 13.744 10.103 22.964
C: 11.331 16.807 6.211
C: 10.300 16.370 7.241
N: 9.332 17.460 7.646
C: 8.504 17.913 6.490
C: 8.525 17.023 8.861
C: 7.477 15.927 8.685
C: 10.237 18.690 7.955
C: 11.376 18.718 8.969
O: 10.659 18.535 10.546
C: 10.416 19.495 11.544
H: 11.669 15.904 5.665
H: 12.153 17.367 6.589
H: 10.881 17.464 5.501
H: 10.758 15.966 8.121
H: 9.705 15.548 6.843
H: 7.662 18.394 6.910
H: 8.148 17.040 5.932
H: 8.967 18.541 5.729
H: 8.087 17.949 9.123
H: 9.151 16.935 9.696
H: 7.044 15.867 9.696
H: 7.969 15.046 8.377
H: 6.596 16.126 8.031
H: 9.494 19.535 8.188
H: 10.665 18.887 6.899
H: 11.732 19.696 8.755
H: 12.016 17.851 8.705
H: 10.104 18.978 12.626
H: 10.212 20.448 11.194
H: 13.172 19.817 12.236
Br: 13.432 11.132 18.021

Properties
Total charge ... +4
Energy ... -124421.5251 eV
2S+1 ... 1

***

Entry from the OMol25 dataset: a molecular structure, C36H90F18O33S21Zn2 at a distorted geometry (ωB97M-V/def2-TZVPD).

Geometry (Å):
Zn: 5.193 0.542 19.724
Zn: 8.808 0.347 23.169
C: 8.322 -2.136 26.972
F: 9.571 -2.379 26.783
F: 7.765 -3.160 27.626
F: 8.159 -1.018 27.714
S: 7.610 -1.973 25.160
O: 8.236 -0.808 24.522
O: 7.960 -3.174 24.456
O: 6.138 -1.916 25.235
C: 4.749 2.837 23.847
F: 5.407 3.932 23.282
F: 5.084 2.882 25.130
F: 3.359 2.831 23.751
S: 5.512 1.128 23.122
O: 5.302 1.146 21.645
O: 6.956 1.089 23.391
O: 4.882 0.081 23.845
C: 1.106 -0.332 21.499
F: 0.664 -0.080 20.273
F: 1.393 0.838 22.101
F: 0.159 -1.065 22.175
S: 2.732 -1.340 21.372
O: 3.280 -1.506 22.730
O: 2.365 -2.622 20.751
O: 3.626 -0.474 20.595
C: 7.349 -3.573 20.863
F: 6.454 -4.098 20.110
F: 7.556 -4.416 21.876
F: 8.572 -3.419 20.211
S: 6.777 -1.815 21.496
O: 6.089 -1.257 20.286
O: 5.802 -1.988 22.591
O: 7.982 -1.085 21.901
C: 8.650 2.242 26.783
F: 8.554 3.292 27.584
F: 9.413 1.257 27.335
F: 7.407 1.799 26.375
S: 9.491 2.837 25.101
O: 8.616 3.727 24.352
O: 10.757 3.457 25.327
O: 9.618 1.523 24.471
C: 9.803 0.779 18.907
F: 9.849 -0.530 19.015
F: 10.980 1.198 19.274
F: 9.656 1.141 17.626
S: 8.410 1.591 20.089
O: 7.176 0.966 19.777
O: 8.912 1.325 21.449
O: 8.368 2.998 19.665
C: 12.004 3.458 21.974
S: 12.953 3.423 20.347
O: 13.850 4.629 20.466
C: 13.912 1.887 20.770
H: 12.652 3.410 22.849
H: 11.445 2.523 21.942
H: 11.223 4.218 21.952
H: 13.940 1.724 21.848
H: 14.949 1.954 20.441
H: 13.434 1.074 20.224
C: 16.684 -1.487 16.817
S: 16.030 -0.335 18.123
O: 17.171 0.515 18.619
C: 14.920 0.715 17.147
H: 15.948 -1.877 16.114
H: 17.089 -2.375 17.303
H: 17.513 -1.047 16.263
H: 15.546 1.062 16.325
H: 14.567 1.570 17.724
H: 14.157 0.153 16.609
C: 16.031 -3.594 20.917
S: 14.507 -4.383 20.209
O: 13.618 -3.230 19.742
C: 15.296 -4.956 18.627
H: 16.260 -2.716 20.313
H: 16.885 -4.269 20.867
H: 15.806 -3.262 21.930
H: 16.266 -5.394 18.860
H: 15.513 -4.126 17.954
H: 14.726 -5.691 18.058
C: 8.125 4.758 13.331
S: 7.784 6.539 13.617
O: 7.098 6.637 14.965
C: 9.530 7.081 13.857
H: 7.257 4.133 13.123
H: 8.506 4.457 14.307
H: 8.824 4.693 12.496
H: 9.649 8.164 13.899
H: 10.165 6.599 13.114
H: 9.963 6.819 14.823
C: 7.220 2.573 16.346
S: 5.453 2.567 16.848
O: 5.366 1.967 18.217
C: 4.822 1.323 15.631
H: 7.365 1.626 15.827
H: 7.932 2.635 17.169
H: 7.306 3.479 15.746
H: 5.214 0.323 15.819
H: 5.223 1.672 14.679
H: 3.742 1.370 15.771
C: 7.448 -1.753 16.772
S: 7.269 -2.847 15.305
O: 5.834 -2.960 14.837
C: 7.925 -1.560 14.161
H: 8.351 -1.144 16.726
H: 7.363 -2.312 17.703
H: 6.729 -0.943 16.650
H: 7.310 -0.663 14.092
H: 8.015 -2.055 13.194
H: 8.975 -1.387 14.393
C: 9.329 5.828 18.242
S: 9.863 7.427 19.048
O: 8.645 7.953 19.902
C: 11.010 6.699 20.336
H: 10.184 5.248 17.894
H: 8.869 6.016 17.272
H: 8.693 5.249 18.911
H: 11.318 7.426 21.089
H: 11.840 6.213 19.824
H: 10.400 6.048 20.961
C: 12.127 -7.225 17.550
S: 11.871 -7.523 19.399
O: 13.233 -7.593 20.076
C: 10.916 -5.978 19.976
H: 11.291 -6.949 16.909
H: 12.778 -7.938 17.045
H: 12.717 -6.308 17.526
H: 9.886 -5.950 19.624
H: 11.525 -5.143 19.630
H: 11.072 -6.035 21.054
C: 11.509 -0.875 12.588
S: 10.538 -0.567 11.045
O: 9.634 -1.811 10.927
C: 9.388 0.673 11.804
H: 12.359 -1.541 12.440
H: 10.861 -1.387 13.300
H: 11.894 0.045 13.028
H: 9.881 1.643 11.729
H: 9.227 0.331 12.826
H: 8.418 0.694 11.307
C: 1.966 3.800 20.876
S: 2.349 2.681 19.528
O: 3.694 2.070 19.874
C: 2.519 4.054 18.338
H: 2.785 4.455 21.173
H: 1.885 3.167 21.759
H: 1.030 4.331 20.700
H: 2.805 3.527 17.428
H: 3.214 4.851 18.605
H: 1.552 4.509 18.126
C: 5.875 6.137 19.224
S: 5.604 6.486 21.047
O: 5.609 8.004 21.133
C: 7.224 5.721 21.529
H: 6.672 6.822 18.932
H: 4.892 6.173 18.754
H: 6.175 5.090 19.196
H: 7.355 5.824 22.607
H: 8.171 6.150 21.200
H: 7.172 4.693 21.172
C: 13.187 -3.049 16.528
S: 11.479 -2.362 16.329
O: 10.970 -2.900 15.020
C: 10.698 -3.358 17.668
H: 13.823 -2.801 15.678
H: 13.093 -4.135 16.547
H: 13.690 -2.600 17.385
H: 11.160 -3.071 18.613
H: 10.762 -4.417 17.422
H: 9.625 -3.166 17.700
C: 11.822 1.154 15.610
S: 11.416 2.835 15.112
O: 10.106 3.230 15.759
C: 12.831 3.688 15.899
H: 12.768 0.917 15.124
H: 10.969 0.485 15.487
H: 12.023 1.209 16.679
H: 12.647 3.716 16.973
H: 12.866 4.689 15.469
H: 13.818 3.257 15.734
C: 12.957 -1.330 22.839
S: 11.291 -1.876 23.485
O: 10.363 -0.692 23.077
C: 11.096 -3.316 22.351
H: 13.210 -1.776 21.877
H: 13.775 -1.601 23.506
H: 13.070 -0.247 22.797
H: 11.163 -3.028 21.302
H: 10.235 -3.981 22.426
H: 11.955 -3.980 22.445
C: 2.008 -1.455 17.418
S: 3.883 -1.590 17.226
O: 4.500 -0.665 18.238
C: 3.991 -3.321 17.883
H: 1.623 -1.761 18.391
H: 1.581 -2.070 16.626
H: 1.743 -0.441 17.121
H: 3.266 -3.900 17.311
H: 3.705 -3.417 18.930
H: 4.943 -3.836 17.756

Properties
Total charge ... -2
Energy ... -479639.0297 eV
2S+1 ... 1

***

Number 1: LUMO -0.34265 hartree. Number 2: LUMO 0.06817 hartree.